# 1
Entry from the Open Molecules 2025 dataset: C6H9N in the gas phase at a distorted geometry (ωB97M-V/def2-TZVPD).

Each line ends with the Löwdin charge.
Cartesian coordinates (Å):
C 0.06 0.98 -1.69  -0.069
C 0.21 0.22 -0.33  -0.310
C -1.06 -0.51 0.22  -0.156
C -0.86 -1.80 0.92  -0.140
C -0.66 -2.85 1.49  0.099
C 1.23 0.45 0.74  -0.192
N 0.58 1.63 0.35  -0.010
H -0.82 0.51 -2.08  0.053
H 0.93 0.92 -2.33  0.074
H -0.22 2.07 -1.65  0.089
H -1.82 -0.68 -0.56  0.111
H -1.50 0.21 0.92  0.121
H -0.47 -3.78 1.99  0.027
H 0.87 0.21 1.74  0.113
H 2.29 0.31 0.57  0.105
H 1.23 2.11 -0.30  0.085

Properties
SMILES: C#CC[C@]1(C)CN1
Energy above the lowest of the compared OMol25 structures with the same formula, charge and spin in kJ/mol: 507.6
E_LUMO in eV: 0.984



# 2
Entry from the Open Molecules 2025 dataset: a molecular structure, C6H9N (ωB97M-V/def2-TZVPD).

Each line ends with the Löwdin charge.
Cartesian coordinates (Å):
C 1.85 -0.47 -0.03  0.017
N 0.58 -0.30 0.00  -0.121
C -0.46 -0.03 1.05  -0.227
C -0.61 1.19 0.17  -0.141
C -0.49 0.17 -0.95  -0.227
C -1.55 -0.93 -0.70  -0.032
C -1.53 -1.06 0.62  -0.032
H 2.39 -0.64 0.90  0.085
H 2.37 -0.45 -0.98  0.085
H 2.05 1.89 0.20  0.037
H -0.12 0.00 2.09  0.137
H 1.27 1.96 0.22  0.018
H -1.42 1.91 0.25  0.077
H -0.17 0.41 -1.96  0.137
H -2.12 -1.47 -1.45  0.094
H -2.09 -1.74 1.26  0.094

Properties
Energy above the lowest of the compared OMol25 structures with the same formula, charge and spin in kJ/mol: 690.9
E_LUMO (spin up / spin down) in eV: 0.914 / 0.914



Which of these has the highest energy above the lowest of the compared OMol25 structures with the same formula, charge and spin?
number 2



Among the records above, which one has the lowest energy above the lowest of the compared OMol25 structures with the same formula, charge and spin?
number 1



Which of these has the highest energy above the lowest of the compared OMol25 structures with the same formula, charge and spin?
number 2